[1]
Here is 11 unconnected molecules or ions with the total composition H22O11 from OMol25. Energies are from ωB97M-V/def2-TZVPD.

Geometry as XYZ:
```
33
Properties=species:S:1:pos:R:3:forces:R:3:lowdin_charge:R:1
O 2.514 0.796 0.991 0.1 -0.8 0.1 -0.05
H 3.391 0.867 1.368 0.2 -0.1 0.0 0.04
H 2.180 1.695 0.989 -0.1 0.8 -0.1 -0.03
O -0.744 1.563 2.194 0.5 0.3 0.1 -0.03
H -1.482 1.442 1.596 -0.6 -0.3 -0.6 0.02
H -1.138 1.557 3.067 0.0 -0.1 0.3 0.07
O -0.187 -0.600 -0.100 0.0 -0.4 -0.3 -0.03
H -0.468 -0.071 -0.847 -0.1 0.2 -0.1 0.00
H 0.074 0.040 0.563 0.3 0.0 0.3 0.02
O -0.980 1.517 -2.108 -0.2 0.5 0.6 -0.04
H -1.707 2.062 -2.411 -0.1 0.3 -0.2 0.06
H -0.870 0.859 -2.797 0.3 -0.5 -0.6 0.00
O 1.352 3.237 1.329 0.5 0.4 -0.1 -0.05
H 0.577 2.778 1.657 -0.7 -0.4 0.4 -0.01
H 1.011 3.845 0.673 0.0 0.2 -0.2 0.06
O -0.369 -0.501 -3.816 -0.1 0.0 -0.1 -0.02
H -0.823 -0.841 -4.588 -0.2 -0.1 -0.3 0.08
H 0.537 -0.792 -3.922 0.3 -0.1 0.2 0.08
O 0.535 -3.017 -1.404 -0.2 -0.6 -0.6 -0.05
H 1.290 -2.674 -1.881 0.2 0.0 0.1 0.03
H 0.222 -2.276 -0.883 0.1 0.5 0.7 -0.02
O 0.951 -0.242 3.685 -0.1 -0.2 0.3 -0.04
H 0.982 0.527 3.116 0.0 0.2 -0.5 0.00
H 1.811 -0.267 4.104 0.2 0.0 0.2 0.05
O -2.360 -2.334 -2.353 -0.7 0.1 -0.1 -0.05
H -1.817 -1.640 -2.726 0.3 0.0 0.0 -0.02
H -1.735 -2.930 -1.938 0.4 -0.2 0.1 0.01
O -2.674 0.911 0.077 -0.3 0.4 0.5 -0.04
H -2.140 1.142 -0.684 0.4 -0.1 -0.4 -0.02
H -3.498 0.596 -0.295 -0.2 -0.2 0.1 0.06
O 1.647 -2.646 2.210 0.1 -0.5 -0.2 -0.05
H 1.417 -1.774 2.532 -0.3 0.5 0.2 -0.03
H 2.501 -2.830 2.603 0.2 -0.1 0.0 0.02
```
Forces are in eV/Å.

Values from the calculation:
- structure (SMILES) = O.O.O.O.O.O.O.O.O.O.O
- energy above the lowest of the compared OMol25 structures with the same formula, charge and spin (kJ/mol) = 97.8
- HOMO level (eV) = -10.3

[2]
Here is a molecular structure, C27H25IN4O2Sn from OMol25. Energies are from ωB97M-V/def2-TZVPD.

Geometry as XYZ:
```
60
Properties=species:S:1:pos:R:3:forces:R:3:lowdin_charge:R:1
C 1.109 -5.220 0.301 0.3 0.0 0.2 -0.25
C -0.283 -5.046 0.947 0.3 -1.0 0.6 -0.25
H 1.036 -5.563 -0.738 0.0 0.1 0.1 0.06
H 1.709 -5.981 0.835 -0.4 0.2 -0.1 0.08
H 1.748 -4.316 0.314 -0.6 -0.5 0.0 -0.06
H -1.041 -4.613 0.282 0.2 -0.2 0.3 -0.05
H -0.663 -6.042 1.224 0.0 0.3 -0.1 0.07
H -0.223 -4.453 1.870 -0.1 -0.1 -0.4 0.06
C 0.419 -1.109 -4.080 0.2 0.0 0.0 -0.16
C 0.371 -0.397 -5.285 -0.3 -0.1 0.3 -0.04
C -0.835 0.201 -5.654 0.0 -0.2 0.4 -0.05
C -1.920 0.083 -4.785 0.1 -0.4 0.7 0.00
H 1.328 -1.639 -3.769 -0.3 0.4 -0.2 -0.02
H 1.267 -0.334 -5.901 -0.3 0.0 0.1 0.11
H -0.929 0.748 -6.594 0.0 -0.2 0.3 0.11
H -2.901 0.484 -5.040 0.5 0.0 0.0 0.10
N -0.590 -1.182 -3.202 -0.4 0.4 -0.7 0.02
C -1.756 -0.578 -3.539 0.4 -0.1 -0.6 -0.19
C -2.829 -0.593 -2.504 -0.7 0.0 0.7 -0.20
N -2.591 -1.304 -1.376 -0.4 1.3 0.0 0.00
C -3.386 -1.083 -0.314 -0.2 0.0 -0.8 -0.13
C -4.880 0.326 -1.571 0.5 -0.5 -0.1 -0.05
C -4.551 -0.303 -0.369 0.5 -0.2 -0.1 -0.05
H -3.060 -1.542 0.620 -0.2 -0.1 -0.2 0.11
H -5.168 -0.220 0.523 0.1 0.1 -0.2 0.11
C -3.999 0.186 -2.646 0.5 -0.3 0.1 0.00
H -4.170 0.675 -3.604 -0.1 0.0 0.5 0.10
H -5.792 0.912 -1.679 0.2 -0.1 0.1 0.11
Sn -0.266 -2.641 -0.930 0.3 1.5 -0.4 1.08
I 2.584 -2.431 -1.516 0.1 0.1 -0.2 0.29
O 0.676 -2.335 1.345 -0.7 0.9 -0.2 -0.14
C 0.546 -1.090 1.239 1.0 0.6 0.1 -0.63
N 1.196 -0.156 1.991 -0.1 -2.1 -0.1 0.17
C 0.946 1.177 1.514 0.0 0.5 0.6 -0.28
C -0.009 0.877 0.323 -0.9 0.2 -0.8 -0.41
O -0.519 1.722 -0.404 0.7 -0.9 0.9 0.07
N -0.169 -0.495 0.237 0.2 -0.7 0.0 0.06
C 0.335 1.912 2.701 -0.1 0.0 -0.2 -0.16
C -0.977 2.360 2.674 0.0 0.0 0.3 -0.01
C -1.564 2.855 3.841 0.2 -0.1 0.1 -0.07
C -0.844 2.864 5.035 0.3 0.3 0.0 -0.09
C 0.493 2.433 5.056 0.1 -0.1 -0.3 -0.07
C 1.091 1.964 3.882 -0.6 0.1 0.3 -0.05
C 2.215 1.813 0.979 0.2 0.3 -0.1 -0.14
C 2.619 3.098 1.358 0.1 -0.4 -0.3 -0.02
C 3.831 3.604 0.886 -0.1 -0.1 -0.1 -0.08
C 4.614 2.847 0.014 0.0 -0.3 0.0 -0.09
C 4.182 1.576 -0.400 -0.2 0.3 0.3 -0.06
C 2.975 1.064 0.085 0.5 0.0 -0.3 -0.04
H 1.680 -0.444 2.835 -0.1 0.4 -0.4 0.17
H -1.540 2.290 1.748 0.1 0.1 0.1 0.11
H -2.588 3.213 3.808 0.1 0.0 0.1 0.10
H -1.291 3.264 5.950 0.1 -0.2 -0.3 0.10
H 1.084 2.443 5.978 -0.4 0.1 -0.3 0.10
H 2.118 1.584 3.900 -0.3 0.3 0.0 0.12
H 1.991 3.683 2.025 0.2 -0.1 -0.1 0.11
H 4.156 4.585 1.229 0.0 -0.2 -0.2 0.10
H 5.581 3.228 -0.324 -0.3 -0.1 0.1 0.10
H 4.786 0.971 -1.079 -0.2 0.2 0.2 0.10
H 2.649 0.067 -0.247 0.2 0.6 0.3 0.01
```
Forces are in eV/Å.

Values from the calculation:
- energy above the lowest of the compared OMol25 structures with the same formula, charge and spin (kJ/mol) = 0.0
- HOMO level (eV) = -8.0

Molar mass: 198.17, 683.14 (g/mol)